ORCA calculation (ωB97M-V/def2-TZVPD) on a molecular structure, C56H52KN3O5P2S3 at a distorted geometry.

```
122
Properties=species:S:1:pos:R:3:forces:R:3:mulliken_charge:R:1
K 1.059 -0.834 1.842 0.587 -0.036 0.659 0.897
S 0.593 0.361 5.047 0.319 -0.462 0.231 -0.490
S 0.933 2.433 3.279 0.526 1.844 -0.383 0.257
S 2.540 -3.394 2.585 0.242 -0.074 0.178 -0.439
P -0.742 -0.371 -3.804 -0.344 0.339 -0.245 1.154
P 1.542 -2.720 -0.923 -0.135 -0.804 -0.545 0.510
O 0.618 0.903 -0.218 0.083 -0.021 -0.395 -0.336
O 0.114 1.729 2.260 -0.243 -0.160 -0.094 -0.726
O -2.943 -1.928 2.591 0.403 -1.117 1.071 -0.210
O -1.296 -0.652 1.604 -0.775 -0.593 0.099 -0.185
O 1.083 -2.468 -3.989 -0.411 -0.216 -0.015 -0.054
N -2.458 -1.177 1.462 -0.074 1.168 -1.327 -0.581
N -1.415 -1.186 4.347 -0.179 0.171 0.174 -0.004
N -1.972 0.977 5.065 0.065 0.301 -0.102 -0.622
C 3.079 -2.535 0.010 0.238 0.366 0.255 -0.693
C 1.748 0.981 -6.829 0.030 0.045 -0.113 -0.747
C -0.320 4.489 0.806 0.027 -0.096 -0.014 0.174
C -3.893 1.872 -5.330 -0.015 0.045 -0.058 -0.621
C 0.347 0.631 -4.893 0.136 0.001 -0.008 -0.168
C 3.514 -5.152 -4.418 -0.044 0.068 -0.132 -0.610
C -4.915 1.530 -4.456 -0.018 -0.004 -0.013 -0.443
C -4.661 0.654 -3.410 -0.043 0.008 -0.072 -0.689
C 5.501 -1.882 1.310 0.317 0.091 -0.219 -0.366
C -2.157 -2.138 -5.600 0.096 0.028 -0.035 -0.458
C 1.934 5.926 7.019 0.005 -0.010 0.031 -0.355
C -1.380 -4.377 -5.956 0.044 -0.024 0.035 -0.915
C -0.867 -3.561 -0.005 0.154 0.107 -0.135 -0.397
C 2.088 4.546 7.015 0.039 0.062 0.030 -0.835
C 4.892 -0.957 0.429 0.322 -0.117 0.282 -0.781
C 1.057 6.514 6.119 -0.001 0.087 0.029 -0.681
C -2.621 1.340 -5.168 -0.076 0.000 0.014 -0.145
C 3.754 -5.511 -3.105 0.140 -0.311 0.091 -1.203
C -2.744 -1.599 3.991 -0.561 0.197 -0.614 1.647
C 0.471 -3.951 -0.067 -0.217 0.159 -0.206 0.897
C -3.297 0.662 4.846 -0.178 -0.343 0.042 0.764
C 2.050 2.264 -6.399 -0.018 -0.018 0.011 -0.428
C 3.120 -4.852 -2.071 -0.220 0.101 0.064 -0.282
C -3.392 0.122 -3.248 0.054 0.012 0.086 -0.308
C 0.741 4.856 1.640 -0.102 0.181 -0.127 0.556
C -1.822 -4.352 0.616 -0.106 -0.175 0.061 -0.329
C -1.021 -1.839 -4.864 0.749 -0.449 0.542 0.574
C 1.381 3.761 6.118 0.009 0.015 -0.037 0.043
C 4.946 -3.098 1.539 -0.190 -0.159 0.116 -0.960
C -0.231 -4.108 -5.225 -0.010 -0.127 0.066 -0.853
C -0.956 6.792 0.531 -0.043 0.031 -0.025 -0.345
C -0.232 3.503 4.213 0.157 -0.434 -0.005 -0.490
C -1.081 0.061 4.776 -0.246 -0.217 0.351 0.519
C -0.122 -5.981 1.087 0.098 -0.111 -0.086 -0.793
C 3.701 -1.310 -0.199 -0.474 -0.397 -0.330 -0.206
C 0.507 4.345 5.198 0.120 0.133 0.104 0.276
C -0.034 -2.838 -4.699 -0.468 0.065 -0.193 0.458
C 2.617 -4.135 -4.689 0.322 0.114 -0.027 -0.081
C -4.268 1.754 5.205 0.084 -0.102 -0.152 -1.468
C 1.961 -3.486 -3.652 0.470 -0.524 0.830 -0.407
C -1.443 -5.561 1.175 -0.053 0.052 -0.072 -0.571
C -1.164 5.445 0.266 0.052 0.063 0.021 -1.053
C 1.518 2.726 -5.203 -0.053 0.098 -0.021 -0.554
C 0.676 1.917 -4.458 0.001 -0.116 0.018 -0.474
C -2.331 -3.397 -6.159 -0.193 0.052 -0.133 -0.905
C 1.671 3.843 2.201 -0.117 -0.510 0.541 -1.563
C 0.352 5.730 5.218 -0.024 -0.057 -0.023 -0.335
C 0.903 0.170 -6.084 -0.045 0.036 0.058 -0.011
C 0.085 7.169 1.367 -0.016 0.109 -0.003 -0.668
C -3.080 -2.920 4.691 0.086 0.108 -0.054 -1.810
C -3.710 -0.523 4.375 0.227 0.040 0.165 -1.613
C 0.827 -5.190 0.464 -0.006 -0.052 0.006 0.009
C 0.915 6.211 1.927 0.046 -0.141 -0.110 -0.386
C 2.196 -3.827 -2.295 0.021 0.811 -0.963 0.625
C 3.602 -3.475 1.041 0.050 -0.010 0.169 1.046
C -2.359 0.453 -4.127 0.056 0.058 0.178 -0.170
H -1.833 1.621 -5.857 0.012 -0.035 0.016 0.359
H -5.441 0.386 -2.709 -0.022 0.023 -0.003 0.438
H 0.490 -4.893 -5.040 -0.199 0.041 -0.076 0.433
H -2.996 -2.784 5.769 0.029 -0.008 0.032 0.388
H 5.418 -3.815 2.200 0.026 0.046 0.016 0.369
H 2.441 4.293 2.831 0.057 0.103 -0.104 0.482
H -4.272 2.517 4.423 0.014 0.083 0.032 0.224
H -0.105 0.315 0.065 -0.357 0.170 -0.212 0.036
H 1.729 6.509 2.578 -0.011 0.019 0.021 0.386
H -0.330 6.191 4.514 0.013 0.018 -0.019 0.443
H -5.277 1.353 5.305 -0.048 0.048 -0.005 0.404
H 3.350 -5.131 -1.052 0.029 0.031 -0.107 0.116
H 0.261 2.273 -3.524 0.040 0.054 0.106 0.550
H 2.765 4.077 7.719 -0.008 -0.025 0.004 0.391
H -3.203 -0.547 -2.413 0.067 0.043 -0.027 0.505
H -0.655 -1.816 4.146 0.007 0.021 -0.014 0.270
H 2.693 2.903 -6.993 0.032 -0.030 0.028 0.355
H -5.904 1.953 -4.590 0.007 -0.009 0.029 0.359
H 0.926 7.590 6.119 -0.025 -0.006 -0.015 0.361
H 3.243 -0.629 -0.912 -0.037 0.090 0.147 0.298
H 0.175 -6.932 1.515 0.011 0.018 0.022 0.391
H -2.921 -1.382 -5.730 -0.013 -0.008 0.044 0.387
H -2.391 -3.699 4.359 0.009 -0.049 -0.010 0.385
H -1.530 -5.370 -6.360 0.014 -0.017 0.015 0.377
H 6.447 -1.626 1.775 -0.039 0.007 0.038 0.335
H -1.979 5.134 -0.376 -0.002 -0.006 -0.001 0.454
H 1.846 -5.547 0.408 -0.001 0.032 0.092 0.016
H -0.495 3.443 0.591 0.029 -0.024 0.014 0.474
H 4.446 -6.315 -2.884 0.034 0.025 0.027 0.419
H 0.668 -0.826 -6.437 0.000 -0.014 -0.008 0.402
H 4.026 -5.656 -5.228 -0.003 0.008 -0.028 0.379
H -0.790 4.102 3.494 -0.008 -0.057 -0.039 0.312
H -1.159 -2.617 -0.450 -0.061 0.066 0.192 0.196
H -2.177 -6.183 1.675 -0.004 0.016 0.023 0.364
H -4.101 -3.217 4.449 -0.010 -0.029 -0.072 0.371
H -4.088 2.558 -6.148 0.011 -0.006 0.033 0.372
H -0.901 2.774 4.690 -0.006 -0.013 -0.006 0.244
H -2.846 -4.010 0.678 0.033 0.097 0.053 0.224
H -4.753 -0.750 4.199 -0.046 0.059 0.018 0.212
H 2.165 0.612 -7.759 -0.004 -0.024 0.018 0.373
H 0.613 1.557 0.497 -0.147 -0.128 0.111 0.426
H 2.486 6.537 7.724 0.002 0.002 -0.015 0.363
H 5.373 -0.009 0.231 -0.099 0.046 -0.024 0.430
H -3.224 -3.615 -6.731 -0.009 0.008 -0.001 0.387
H 1.487 2.684 6.124 -0.041 -0.093 -0.001 0.374
H 1.758 3.722 -4.852 -0.013 -0.013 0.017 0.408
H 0.259 8.219 1.575 -0.017 0.003 0.027 0.354
H -3.963 2.226 6.139 -0.011 0.026 0.026 0.342
H 2.144 3.256 1.411 0.078 0.012 0.050 0.618
H -1.596 7.542 0.081 -0.020 0.009 0.033 0.381
H 3.582 -4.526 0.739 0.017 0.142 -0.050 -0.051
H 2.422 -3.834 -5.711 0.013 0.053 0.035 0.527
```
Positions in Å, forces in eV/Å.

## Properties
- charge = -2
- LUMO level (alpha / beta) (eV) = 3.69 / 3.69
- HOMO energy (alpha / beta) (eV) = -1.73 / -0.34
- energy (hartree) = -5182.752038
- energy above the lowest of the compared OMol25 structures with the same formula, charge and spin (kcal/mol) = 20.3
- 2S+1 = 1
- M (g mol⁻¹) = 1044.295